(1)
Density functional theory data (ωB97M-V/def2-TZVPD) for a structure of composition C20H40NP3S2Tc at a distorted geometry.

```
67
C20H40NP3S2Tc ωB97M-V/def2-TZVPD
C -1.11 3.73 0.04
H 3.17 -0.05 -3.55
H -0.54 -1.36 3.68
P -1.33 0.42 2.18
C -2.03 1.98 2.84
P 1.72 1.55 1.09
C 1.45 -2.38 1.61
H 3.46 -0.14 0.94
H 2.29 0.44 -4.99
C 1.45 2.71 2.52
H -0.10 4.14 0.13
H -1.60 3.78 1.02
H -2.62 -1.65 2.02
C 1.19 -3.64 2.07
C -0.61 -0.27 3.74
H -2.77 -3.25 -2.95
H 2.37 -1.81 1.75
C -2.83 1.62 -0.95
H -3.48 -0.38 2.95
H 1.88 -4.24 2.64
C -2.87 -0.58 2.06
H -3.44 1.74 -0.04
C 0.45 -2.57 -2.00
H -2.92 0.58 -1.30
S 1.72 -1.34 -1.99
H 4.03 1.32 1.82
C -1.26 -4.71 -2.50
C -0.64 -2.66 0.83
Tc 0.03 0.32 0.34
C -0.48 2.46 -2.34
H 1.01 -1.30 -4.11
H 0.15 0.07 -3.32
H 2.69 2.07 -1.07
H 1.89 -4.06 -1.39
H 0.40 -5.96 -1.91
C -0.91 -2.32 -2.32
H -2.53 1.74 3.79
C 2.50 2.65 -0.15
C 0.88 -3.88 -1.75
P -1.07 2.02 -0.66
H -1.27 -1.30 -2.29
C -1.75 -3.41 -2.60
H 0.57 2.78 -2.27
H 0.67 3.44 2.28
C 0.02 -4.94 -2.03
H 2.19 1.47 -3.56
H 2.96 0.14 2.64
H 2.39 3.25 2.71
H -3.21 2.29 -1.73
H 1.16 2.15 3.42
N 0.38 -1.80 0.93
H -1.30 0.01 4.56
H -0.56 1.64 -3.06
C 2.25 0.41 -3.90
H -3.44 -0.31 1.16
H -1.56 -2.46 0.27
S -0.40 -4.17 1.62
H -1.68 4.36 -0.66
H 1.86 3.51 -0.39
H -1.88 -5.55 -2.82
H -1.25 2.72 3.04
H -1.10 3.29 -2.68
H -2.77 2.41 2.15
C 1.11 -0.47 -3.41
C 3.19 0.63 1.69
H 0.38 0.15 3.94
H 3.46 3.01 0.26
```

Calculated values
Charge: +4
HOMO energy (alpha / beta) in eV: -21.4 / -21.6
Spin multiplicity: 4
E_tot in Ha: -2740.49087
Frontier orbital gap (alpha / beta) in eV: 7.8 / 5.9



(2)
Density functional theory data (ωB97M-V/def2-TZVPD) for a structure of composition C28H38N7O3PTe2W at a distorted geometry.

```
80
C28H38N7O3PTe2W ωB97M-V/def2-TZVPD
P -1.62 -25.93 2.20
C -3.36 -26.23 -3.74
H 0.76 -24.59 6.06
C 2.31 -18.89 -2.02
N -1.01 -23.93 -2.12
H 0.55 -22.60 3.11
H -4.42 -25.92 -3.58
C 2.38 -16.22 -2.86
H -0.34 -25.69 -3.08
Te -3.04 -23.89 0.97
H -2.50 -27.53 -0.82
Te 0.19 -21.26 -2.45
C -0.20 -24.66 5.60
H -0.51 -23.04 0.83
H -3.02 -19.62 -2.75
C -1.54 -27.93 -3.23
N -2.25 -23.36 -2.06
H 1.24 -16.79 -4.57
O -1.56 -25.35 3.75
H -0.07 -19.97 3.72
H -1.35 -19.04 1.43
N -1.15 -21.07 0.77
C -3.32 -27.78 -1.51
H -0.38 -19.01 -4.04
C -5.23 -20.91 -0.58
O -2.77 -27.09 2.04
N -3.15 -24.04 -2.71
H -1.40 -29.03 -3.17
H 0.45 -24.68 3.55
C 2.17 -20.31 -1.60
H 0.25 -26.27 4.25
H -5.80 -26.82 3.26
N -0.44 -22.12 1.26
C 0.03 -21.87 2.53
H 3.66 -18.22 -0.45
H -0.56 -23.61 5.61
H -5.66 -21.62 -1.30
C -0.26 -20.51 2.77
C -3.42 -20.51 -2.26
H -6.94 -20.87 0.74
H 2.01 -20.39 -0.51
H -1.17 -27.62 -4.26
H -0.85 -25.23 6.29
H -4.03 -21.15 -2.88
H -3.11 -26.25 -4.82
H -3.74 -18.19 1.79
H 2.91 -21.04 -1.94
H -3.68 -28.27 -3.54
H -4.22 -27.19 -1.30
C -5.97 -20.46 0.50
H 1.02 -20.07 -4.69
H 2.33 -15.13 -3.05
H -5.19 -27.47 1.71
C -0.15 -25.25 4.25
W -2.14 -21.64 -1.01
C -4.16 -18.98 1.14
N -2.52 -25.15 -3.17
H -0.78 -27.49 -2.53
H -3.61 -28.83 -1.40
H -3.59 -26.60 3.91
C 1.67 -17.17 -3.63
C -2.99 -27.53 -3.04
O -0.24 -26.36 1.90
C -0.99 -20.05 1.66
C -3.96 -20.30 -0.90
C -6.25 -18.83 2.33
C -1.17 -25.04 -2.80
C 3.12 -17.97 -1.34
C -3.66 -27.41 3.21
C 0.63 -19.43 -3.85
H -2.58 -18.77 -0.23
C 1.54 -18.49 -3.20
H -5.54 -28.57 3.02
C -5.14 -27.59 2.77
H -3.20 -28.29 3.66
C -5.46 -19.52 1.36
C 3.13 -16.63 -1.78
H 3.72 -15.89 -1.27
N -6.81 -18.20 3.16
C -3.43 -19.35 0.04
```

Calculated values
Charge: +2
HOMO energy (alpha / beta) in eV: -12.7 / -12.7
Spin multiplicity: 3
E_tot in Ha: -2642.50995
Frontier orbital gap (alpha / beta) in eV: 5.1 / 5.4



(3)
Density functional theory data (ωB97M-V/def2-TZVPD) for an isolated molecule of C5H8S at a distorted geometry.

```
14
C5H8S ωB97M-V/def2-TZVPD
H 0.67 0.42 -1.50
H -0.61 2.41 -0.34
C -0.17 1.45 0.22
C 0.92 0.65 -0.43
H 2.54 0.46 0.72
C 0.80 -0.69 0.40
H 0.22 1.51 1.27
S -1.57 0.05 -0.06
H -0.22 -1.77 -1.02
H 2.83 -0.36 -0.90
C -0.38 -1.43 -0.02
H 0.80 -0.21 1.44
C 2.09 -0.15 -0.05
H -0.73 -2.23 0.61
```

Calculated values
Charge: 0
HOMO energy in eV: -8.3
SMILES: C1SC[C@H]2C[C@H]12
E_tot in Ha: -593.35183
Frontier orbital gap in eV: 9.3



(4)
Density functional theory data (ωB97M-V/def2-TZVPD) for a structure of composition C26H23BrMnN4O4S.

```
60
C26H23BrMnN4O4S ωB97M-V/def2-TZVPD
C -4.28 4.30 -4.90
C 4.18 1.07 -0.26
H -0.94 2.22 -2.42
C 0.20 -1.37 7.67
C -1.20 1.31 -1.89
N 0.94 1.11 -1.07
N 0.48 -5.18 -0.39
C -3.59 1.41 -2.62
C -3.62 5.34 -4.25
C -2.56 0.82 -2.03
H -4.80 4.48 -5.83
H -2.43 -3.81 -0.09
H 1.85 0.43 0.68
H -2.50 5.92 -2.52
C -2.96 3.84 -2.50
C -0.88 -5.35 -0.28
Br -2.85 -0.94 -1.31
H 6.74 0.88 -2.45
C 0.75 -3.87 -0.40
C -3.60 2.78 -3.15
H -3.62 6.33 -4.68
H 1.73 -3.44 -0.46
C 3.57 -0.25 -2.18
C -1.19 -0.53 5.80
Mn -0.49 -1.17 -0.30
H -1.86 -0.15 6.56
C 5.44 1.28 -0.79
H 1.16 -5.92 -0.46
H 1.97 -1.25 -2.32
O 1.31 -1.12 -0.56
S -0.95 -0.54 1.80
H -1.34 -6.32 -0.25
H -4.51 0.84 -2.74
C -4.29 3.03 -4.34
C -2.97 5.11 -3.05
H -2.51 3.68 -1.52
C 3.23 0.31 -0.95
C -1.40 -4.10 -0.22
O 0.90 -2.46 8.06
C -0.58 -0.82 3.50
H 3.91 1.49 0.70
O 2.70 -1.01 -2.90
C 1.85 0.18 -0.39
H 6.16 1.87 -0.25
H 1.28 -1.83 3.14
C -1.47 -0.34 4.46
C 4.84 -0.04 -2.72
H 5.08 -0.49 -3.67
C -0.05 -1.22 6.20
O -0.20 -0.58 8.48
H 1.29 1.83 -1.68
C 0.58 -1.48 3.89
H 1.05 -3.04 7.30
H 1.76 -2.18 5.52
H -2.36 0.18 4.15
N -0.37 -3.18 -0.29
N -0.32 0.68 -1.21
C 0.84 -1.68 5.24
H -4.82 2.23 -4.84
C 5.76 0.72 -2.02
```

Calculated values
Charge: +1
HOMO energy (alpha / beta) in eV: -10.5 / -10.7
Spin multiplicity: 5
E_tot in Ha: -5647.55341
Frontier orbital gap (alpha / beta) in eV: 5.9 / 6.9



Question: Which formula does entry 1 have?
Answer: C20H40NP3S2Tc



Question: The lowest charge belongs to which entry?
Answer: C5H8S



Question: Which of these has the highest E_tot?
Answer: C5H8S